{"formula": "C19H20Cl2FN5NiO6", "method": "ωB97M-V with the def2-TZVPD basis set", "elements": ["Ni", "N", "C", "C", "C", "C", "C", "C", "C", "H", "H", "H", "H", "F", "C", "C", "N", "C", "C", "O", "O", "C", "O", "N", "C", "O", "H", "H", "H", "H", "Cl", "C", "Cl", "C", "O", "O", "H", "N", "C", "C", "N", "C", "C", "H", "H", "H", "H", "H", "H", "H", "H", "H", "H", "H"], "positions_angstrom": [[0.994, 0.300, -1.552], [-5.339, 2.353, -4.643], [-4.282, 2.104, -4.270], [-2.998, 1.769, -3.786], [-2.320, 2.635, -2.929], [-1.095, 2.266, -2.403], [-0.506, 1.037, -2.718], [-1.181, 0.207, -3.622], [-2.411, 0.557, -4.146], [-2.767, 3.585, -2.671], [-0.593, 2.957, -1.736], [-0.738, -0.731, -3.935], [-2.922, -0.102, -4.832], [-1.569, 3.207, 3.253], [-0.365, 2.606, 3.227], [0.558, 2.993, 2.325], [1.801, 2.445, 2.272], [2.566, 2.650, 1.065], [1.828, 1.924, -0.082], [2.289, 1.945, -1.233], [0.749, 1.347, 0.218], [2.136, 1.373, 3.079], [3.190, 0.790, 3.000], [1.185, 1.039, 4.014], [-0.107, 1.535, 4.170], [-0.862, 1.071, 4.993], [0.344, 3.768, 1.606], [3.558, 2.215, 1.194], [2.666, 3.714, 0.841], [1.438, 0.271, 4.627], [5.166, -1.050, 0.593], [3.734, -1.722, 1.357], [3.852, -3.497, 1.417], [2.425, -1.400, 0.600], [1.381, -1.724, 1.207], [2.497, -0.913, -0.533], [3.681, -1.358, 2.386], [-1.682, -3.423, 0.488], [-1.813, -1.997, 0.909], [-1.651, -1.110, -0.326], [-0.342, -1.352, -0.909], [-0.228, -2.725, -1.371], [-0.374, -3.678, -0.181], [-2.437, -3.638, -0.175], [-1.764, -4.033, 1.307], [-0.994, -1.772, 1.600], [-2.774, -1.849, 1.405], [-1.700, -0.061, -0.028], [-2.436, -1.299, -1.068], [0.331, -1.262, -0.112], [0.760, -2.868, -1.813], [-0.983, -2.919, -2.142], [0.422, -3.449, 0.537], [-0.319, -4.727, -0.476]], "mulliken_charge": [-0.01, -0.53, 0.05, 0.42, -0.79, 0.10, 0.00, -0.02, -0.85, 0.45, 0.32, 0.44, 0.45, -0.34, 0.31, -0.01, 0.10, -1.47, 1.37, -0.70, -0.20, 0.38, -0.67, -0.01, 0.30, -0.64, 0.41, 0.42, 0.36, 0.23, -0.17, 0.50, -0.22, 0.09, -0.71, -0.66, 0.17, -0.04, -0.71, -0.88, 0.16, -1.04, -0.67, 0.38, 0.36, 0.33, 0.46, 0.34, 0.37, 0.42, 0.51, 0.36, 0.39, 0.41], "de_lowest_ev": 0.788, "multiplicity": 3, "homo_ev": [-8.18, -8.70], "charge": 0}